1.
DFT (ωB97M-V/def2-TZVPD) results for a 15-piece molecular cluster, C25H50BrCl28F3O2P overall in a non-equilibrium geometry.

- Lowest unoccupied orbital energy: 1.4 eV
- HOMO level: -3.9 eV
- Gap between HOMO and LUMO: 5.34 eV

ORCA input file:
```
! wB97M-V def2-TZVPD RIJCOSX def2/J DEFGRID3
* xyz -1 1
C -1.836 -2.511 -2.822
C -0.278 -2.497 -2.753
C 0.377 -1.820 -1.538
C 1.853 -1.508 -1.863
C 2.409 -0.276 -1.118
C 3.119 0.728 -2.043
P 1.956 2.153 -2.614
C 0.643 3.610 -2.985
C 0.828 4.835 -2.170
O 0.032 5.235 -1.375
Br 2.455 5.956 -2.378
C 2.818 2.330 -4.327
C 2.365 1.431 -5.487
O 2.388 0.031 -5.210
C 1.012 1.762 -6.090
F 0.876 1.070 -7.269
F 0.927 3.062 -6.434
F -0.047 1.425 -5.353
H -2.317 -1.705 -2.281
H -2.220 -3.486 -2.521
H -2.083 -2.394 -3.879
H 0.060 -1.982 -3.654
H 0.095 -3.520 -2.848
H 0.387 -2.532 -0.729
H -0.164 -0.914 -1.277
H 2.503 -2.373 -1.716
H 1.895 -1.277 -2.931
H 3.169 -0.622 -0.407
H 1.648 0.216 -0.509
H 3.577 0.166 -2.862
H 3.937 1.173 -1.463
H 2.928 3.135 -2.101
H 1.342 2.115 -1.275
H 1.005 1.152 -3.085
H -0.340 3.229 -2.715
H 0.616 3.932 -4.031
H 2.768 3.348 -4.708
H 3.884 2.133 -4.174
H 3.070 1.604 -6.310
H 3.315 -0.218 -5.246
C 3.493 -0.113 3.691
Cl 4.026 -1.785 3.460
Cl 2.057 0.262 2.733
H 3.255 0.030 4.736
H 4.292 0.551 3.384
C 3.194 -5.688 -3.248
Cl 2.667 -5.080 -4.823
Cl 3.492 -4.364 -2.118
H 2.414 -6.321 -2.843
H 4.110 -6.252 -3.380
C 4.363 -4.680 -8.691
Cl 3.837 -3.435 -7.562
Cl 5.681 -5.666 -8.035
H 3.523 -5.331 -8.905
H 4.711 -4.203 -9.599
C -2.610 -1.500 1.783
Cl -1.248 -0.430 2.167
Cl -2.631 -1.913 0.064
H -2.511 -2.405 2.363
H -3.536 -0.995 2.035
C -5.772 -3.370 -1.854
Cl -4.697 -4.582 -1.135
Cl -4.966 -2.377 -3.073
H -6.600 -3.886 -2.326
H -6.132 -2.724 -1.062
C 0.186 -0.847 6.175
Cl 1.852 -0.717 6.745
Cl -0.530 -2.426 6.521
H -0.400 -0.089 6.673
H 0.174 -0.689 5.100
C -3.325 0.207 8.408
Cl -2.836 0.604 6.757
Cl -3.841 -1.476 8.567
H -2.482 0.372 9.069
H -4.153 0.850 8.684
C -0.132 -5.836 0.739
Cl -0.073 -6.101 -1.009
Cl -0.391 -4.141 1.146
H -0.956 -6.416 1.138
H 0.806 -6.161 1.176
C 3.118 5.524 -7.979
Cl 3.548 3.916 -8.587
Cl 3.098 5.592 -6.218
H 3.851 6.233 -8.346
H 2.131 5.776 -8.346
C -7.663 -1.853 9.135
Cl -8.054 -1.263 7.516
Cl -7.338 -0.531 10.261
H -8.503 -2.426 9.508
H -6.776 -2.472 9.071
C -4.592 -3.492 4.556
Cl -3.238 -2.423 4.927
Cl -4.624 -3.925 2.838
H -4.489 -4.398 5.141
H -5.518 -2.986 4.807
C 1.723 3.207 8.453
Cl 2.890 2.519 7.325
Cl 0.543 2.004 9.008
H 2.257 3.587 9.316
H 1.191 4.006 7.954
C 0.431 6.085 5.451
Cl 0.795 4.373 5.231
Cl 0.186 6.509 7.157
H 1.261 6.667 5.069
H -0.476 6.319 4.907
C -2.984 7.130 -1.417
Cl -3.729 7.701 -2.919
Cl -2.540 8.481 -0.363
H -3.694 6.502 -0.894
H -2.087 6.568 -1.658
*
```



2.
DFT (ωB97M-V/def2-TZVPD) results for C20H33BBrIO6Ta as an isolated structure in a non-equilibrium geometry.

- Lowest unoccupied orbital energy: -11.9 eV
- HOMO level: -16.6 eV
- Gap between HOMO and LUMO: 4.64 eV

ORCA input file:
```
! wB97M-V def2-TZVPD RIJCOSX def2/J DEFGRID3
* xyz 3 1
Ta 0.647 -0.484 -0.554
C -0.520 -2.839 0.504
C 0.482 -3.353 -0.529
O 0.624 -2.362 -1.541
C 1.856 -2.430 -2.253
C 2.165 -1.052 -2.858
O 2.226 -0.012 -1.877
C 3.405 -0.011 -1.080
C 3.108 0.702 0.242
O 1.993 0.145 0.942
C 2.221 -1.148 1.488
C 0.907 -1.665 2.065
O -0.129 -1.595 1.089
H -0.701 -3.584 1.287
H -1.476 -2.648 0.003
H 0.116 -4.276 -0.989
H 1.439 -3.564 -0.043
H 1.761 -3.177 -3.048
H 2.669 -2.738 -1.589
H 1.355 -0.777 -3.541
H 3.098 -1.075 -3.433
H 4.192 0.523 -1.623
H 3.762 -1.026 -0.892
H 2.843 1.743 0.031
H 3.990 0.706 0.891
H 2.979 -1.086 2.276
H 2.577 -1.828 0.715
H 0.598 -1.008 2.885
H 1.021 -2.677 2.470
Br -4.470 0.421 -1.800
C -4.625 -1.400 -2.321
C -5.878 -1.812 -2.793
C -6.082 -3.132 -3.197
C -5.036 -4.048 -3.133
C -3.784 -3.645 -2.665
C -3.572 -2.321 -2.257
I -1.644 -1.848 -1.575
H -6.706 -1.109 -2.849
H -7.058 -3.444 -3.561
H -5.193 -5.077 -3.448
H -2.981 -4.378 -2.624
C 0.332 5.024 1.021
C 0.832 3.593 1.306
C 2.340 3.690 1.675
O 0.723 2.810 0.144
B 0.518 1.474 0.718
O 0.226 1.470 2.157
C -0.024 2.832 2.390
C 0.359 3.194 3.840
C -1.554 3.069 2.238
H 0.956 5.499 0.234
H 0.384 5.648 1.938
H -0.710 5.022 0.641
H 2.912 4.135 0.832
H 2.772 2.688 1.885
H 2.497 4.337 2.563
H 1.418 2.943 4.055
H -0.258 2.611 4.557
H 0.195 4.276 4.031
H -1.903 2.818 1.213
H -1.822 4.124 2.456
H -2.112 2.427 2.953
H -0.264 0.704 -1.664
*
```



3.
DFT (ωB97M-V/def2-TZVPD) results for C34H27N7O2PRu as an isolated structure in a non-equilibrium geometry.

- Relative energy (zero: lowest compared OMol25 entry of this formula, charge and spin): 0.000 eV
- Lowest unoccupied orbital energy (alpha / beta): -6.0 / -8.0 eV
- ⟨S²⟩: 8.76
- HOMO level (alpha / beta): -13.7 / -14.4 eV
- Gap between HOMO and LUMO (alpha / beta): 7.72 / 6.34 eV

ORCA input file:
```
! wB97M-V def2-TZVPD RIJCOSX def2/J DEFGRID3
* xyz 2 6
Ru -0.165 -0.168 -0.568
N 2.109 -0.389 0.691
C 2.302 0.510 1.811
C 3.299 0.291 2.752
C 3.483 1.197 3.785
C 2.674 2.322 3.892
C 1.667 2.535 2.969
C 1.483 1.628 1.928
P 0.123 1.869 0.753
C -1.341 1.854 1.827
C -1.392 0.741 2.678
C -2.462 0.559 3.533
C -3.495 1.491 3.553
C -3.453 2.590 2.709
C -2.388 2.769 1.835
C 0.518 3.384 -0.136
C -0.188 4.582 -0.136
C 0.266 5.643 -0.906
C 1.407 5.514 -1.682
C 2.116 4.318 -1.686
C 1.671 3.258 -0.923
H 2.755 -0.135 -0.050
H 2.335 -1.340 0.963
H 3.938 -0.581 2.677
H 4.268 1.029 4.509
H 2.824 3.026 4.699
H 1.006 3.390 3.055
H -0.568 0.031 2.684
H -2.489 -0.294 4.198
H -4.324 1.364 4.236
H -4.248 3.323 2.734
H -2.395 3.619 1.170
H -1.074 4.715 0.465
H -0.279 6.576 -0.895
H 1.744 6.344 -2.287
H 3.012 4.219 -2.284
H 2.213 2.317 -0.930
O -2.496 0.360 -3.839
C -1.537 0.242 -3.117
O -1.096 1.014 -2.190
C -0.658 -1.037 -3.297
C -1.047 -2.042 -4.188
C -0.287 -3.180 -4.245
C 0.913 -3.267 -3.503
C 1.773 -4.389 -3.552
C 2.983 -4.371 -2.915
C 3.407 -3.212 -2.234
C 2.576 -2.128 -2.128
C 1.296 -2.151 -2.716
N 0.442 -1.091 -2.569
H -1.935 -1.894 -4.784
H -0.577 -4.010 -4.878
H 1.460 -5.253 -4.124
H 3.636 -5.232 -2.958
H 4.407 -3.178 -1.823
H 2.907 -1.209 -1.663
N -4.550 -0.550 0.431
C -3.636 0.193 -0.200
N -2.501 -0.472 -0.204
C -2.789 -1.635 0.453
N -4.033 -1.709 0.850
C -1.789 -2.680 0.593
C -2.106 -3.954 1.068
N -1.200 -4.913 1.109
C 0.026 -4.636 0.680
C 0.357 -3.371 0.217
N -0.548 -2.391 0.183
H -5.524 -0.350 0.600
H -3.818 1.153 -0.656
H -3.112 -4.177 1.404
H 0.749 -5.441 0.707
H 1.354 -3.142 -0.139
*
```



4.
DFT (ωB97M-V/def2-TZVPD) results for an isolated ion of composition C4H5NO2P and charge -1 in a non-equilibrium geometry.

- Relative energy (zero: lowest compared OMol25 entry of this formula, charge and spin): 1.489 eV
- Lowest unoccupied orbital energy: 4.2 eV
- Structure (SMILES): C=[P@@]1([O-])C=CN=CO1
- HOMO level: -3.6 eV
- Gap between HOMO and LUMO: 7.79 eV

ORCA input file:
```
! wB97M-V def2-TZVPD RIJCOSX def2/J DEFGRID3
* xyz -1 1
C 0.829 1.480 -0.924
C 0.544 1.121 0.353
C -0.152 -0.414 -1.900
C -0.275 -1.269 2.072
N 0.134 0.839 -1.948
O -1.909 -0.130 0.313
O 0.118 -1.204 -0.924
P -0.468 -0.364 0.710
H 1.424 2.391 -1.166
H 1.024 1.587 1.216
H -0.898 -0.712 -2.599
H 0.661 -1.448 2.460
H -1.031 -1.875 2.338
*
```



5.
DFT (ωB97M-V/def2-TZVPD) results for one molecule with the formula C9H10 in a non-equilibrium geometry.

- Relative energy (zero: lowest compared OMol25 entry of this formula, charge and spin): 3.141 eV
- Lowest unoccupied orbital energy: 0.9 eV
- Structure (SMILES): C=CC1=C[C@]12C=CCC2
- HOMO level: -8.2 eV
- Gap between HOMO and LUMO: 9.08 eV

ORCA input file:
```
! wB97M-V def2-TZVPD RIJCOSX def2/J DEFGRID3
* xyz 0 1
C 1.455 0.262 -1.637
C 1.301 0.805 -0.445
C 0.792 -0.049 2.133
C -0.349 0.388 1.584
C -2.274 1.683 1.032
C -1.732 0.724 1.774
C 0.764 -1.081 -1.660
C 0.571 -1.480 -0.212
C 0.824 -0.172 0.586
H 1.831 0.939 -2.421
H 1.496 1.911 -0.195
H 1.350 -0.285 2.966
H -3.248 2.124 1.172
H -1.761 2.133 0.064
H -2.406 0.351 2.581
H -0.221 -1.062 -2.077
H 1.322 -1.778 -2.207
H -0.390 -1.700 0.147
H 1.343 -2.267 0.173
*
```



6.
DFT (ωB97M-V/def2-TZVPD) results for one molecule with the formula C4H7NO in a non-equilibrium geometry.

- Relative energy (zero: lowest compared OMol25 entry of this formula, charge and spin): 2.002 eV
- Lowest unoccupied orbital energy: 0.9 eV
- HOMO level: -10.7 eV
- Gap between HOMO and LUMO: 11.55 eV

ORCA input file:
```
! wB97M-V def2-TZVPD RIJCOSX def2/J DEFGRID3
* xyz 0 1
C -0.309 -0.778 -1.212
C 0.625 -0.008 -0.284
C -0.097 1.190 0.389
N -0.781 0.653 1.523
C -0.899 -0.162 2.365
O 1.244 -0.837 0.668
H 0.225 -1.626 -1.649
H -1.177 -1.162 -0.665
H -0.672 -0.140 -2.026
H 1.451 0.408 -0.867
H 0.615 1.942 0.744
H -0.804 1.676 -0.291
H 0.578 -1.156 1.305
*
```



7.
DFT (ωB97M-V/def2-TZVPD) results for C15H48AlBClCsF3N3O12PS as an isolated structure in a non-equilibrium geometry.

- Lowest unoccupied orbital energy: -6.2 eV
- HOMO level: -7.9 eV
- Gap between HOMO and LUMO: 1.74 eV

ORCA input file:
```
! wB97M-V def2-TZVPD RIJCOSX def2/J DEFGRID3
* xyz 1 1
C -0.409 0.836 -0.170
N -0.171 -0.652 -0.249
C -0.814 -1.088 -1.581
B 1.292 -1.029 -0.331
O 1.592 -2.374 -0.939
P 2.795 -0.029 0.291
C 3.809 -0.301 -1.322
C 3.038 0.211 -2.688
C 4.127 1.141 -3.550
N 3.407 1.538 -4.821
H 0.179 1.230 0.784
H -1.542 1.135 -0.006
H -0.033 1.453 -1.096
H -1.869 -0.543 -1.628
H -0.117 -0.763 -2.490
H -0.956 -2.249 -1.644
H 1.755 -2.153 -1.902
H 3.343 -1.285 0.807
H 3.951 0.625 0.866
H 2.348 1.218 -0.275
H 2.095 0.193 1.542
H 4.245 -1.405 -1.424
H 4.770 0.396 -1.218
H 2.795 -0.748 -3.316
H 2.121 0.915 -2.490
H 5.136 0.569 -3.712
H 4.350 2.132 -2.936
H 2.552 2.070 -4.503
H 3.008 0.674 -5.278
Al -0.860 -2.899 -3.501
Cl -3.077 -1.438 -4.152
C 2.039 -7.173 -0.654
F 1.718 -8.457 -0.292
F 1.405 -6.361 0.252
F 3.381 -7.040 -0.398
S 1.591 -6.781 -2.425
O 0.138 -6.975 -2.515
O 2.352 -7.736 -3.243
O 2.001 -5.386 -2.635
C -2.605 2.085 -5.929
O -2.685 0.881 -6.271
O -2.970 2.240 -4.664
O -2.253 3.105 -6.563
H -3.145 1.281 -4.575
Cs 0.970 -10.223 0.930
C -1.837 2.953 3.084
O -0.465 2.610 3.019
H -2.409 2.247 2.477
H -2.178 2.897 4.121
H -1.980 3.964 2.696
H 0.017 3.252 3.567
O -5.188 -4.357 -4.921
H -4.706 -5.155 -5.184
H -4.489 -3.732 -4.675
C -5.399 7.432 6.001
C -5.079 6.665 4.726
C -5.413 5.168 4.815
O -4.424 4.496 5.605
C -4.802 4.302 6.969
N -3.606 6.777 4.474
H -4.718 7.187 6.820
H -5.318 8.510 5.827
H -6.421 7.226 6.333
H -5.590 7.126 3.874
H -5.342 4.737 3.810
H -6.434 4.986 5.169
H -5.887 4.255 7.105
H -4.385 5.109 7.575
H -4.363 3.361 7.314
H -3.232 7.719 4.622
H -3.360 6.466 3.526
H -3.126 6.120 5.116
C -4.099 -11.329 3.596
O -3.108 -10.547 4.238
H -3.634 -11.894 2.784
H -4.538 -12.024 4.316
H -4.872 -10.675 3.185
H -3.550 -10.057 4.952
C 9.132 2.306 -4.060
C 8.893 0.916 -3.509
O 7.543 0.533 -3.729
H 8.464 3.030 -3.581
H 10.167 2.618 -3.895
H 8.921 2.340 -5.134
H 9.084 0.892 -2.432
H 9.548 0.184 -3.992
H 7.386 0.549 -4.688
*
```



8.
DFT (ωB97M-V/def2-TZVPD) results for one molecule with the formula C4H5NO.

- Relative energy (zero: lowest compared OMol25 entry of this formula, charge and spin): 2.412 eV
- Lowest unoccupied orbital energy: 0.3 eV
- Structure (SMILES): C#CC(=O)NC
- HOMO level: -9.9 eV
- Gap between HOMO and LUMO: 10.24 eV

ORCA input file:
```
! wB97M-V def2-TZVPD RIJCOSX def2/J DEFGRID3
* xyz 0 1
C -1.445 0.338 -0.630
N -0.730 -0.872 -0.206
C 0.139 -0.666 0.896
O -0.200 -0.858 2.037
C 1.463 -0.118 0.584
C 2.491 0.469 0.354
H -2.170 0.060 -1.399
H -0.771 1.109 -1.035
H -1.988 0.764 0.215
H -0.198 -1.216 -0.994
H 3.408 0.991 0.177
*
```



9.
DFT (ωB97M-V/def2-TZVPD) results for one molecule with the formula C5H8OS2 in a non-equilibrium geometry.

- Relative energy (zero: lowest compared OMol25 entry of this formula, charge and spin): 1.255 eV
- Lowest unoccupied orbital energy: 0.7 eV
- Structure (SMILES): C=C[C@H](CS)SC=O
- HOMO level: -9.2 eV
- Gap between HOMO and LUMO: 9.87 eV

ORCA input file:
```
! wB97M-V def2-TZVPD RIJCOSX def2/J DEFGRID3
* xyz 0 1
C -0.369 1.408 0.156
C -0.096 -0.076 0.394
C 2.351 0.009 1.428
C -1.084 -1.007 -0.268
C -0.810 -1.766 -1.345
H -1.479 1.242 -1.745
H 0.306 2.073 0.714
H -1.387 1.603 0.548
H -0.202 -0.225 1.499
H 3.274 -0.530 1.528
H -2.097 -0.882 0.111
H 0.168 -1.758 -1.804
H -1.664 -2.199 -1.803
O 1.823 0.688 2.278
S -0.360 1.887 -1.582
S 1.626 -0.469 -0.108
*
```



10.
DFT (ωB97M-V/def2-TZVPD) results for one molecule with the formula HNO2S in a non-equilibrium geometry.

- Relative energy (zero: lowest compared OMol25 entry of this formula, charge and spin): 0.000 eV
- Lowest unoccupied orbital energy: -0.5 eV
- Structure (SMILES): N=S(=O)=O
- HOMO level: -11.8 eV
- Gap between HOMO and LUMO: 11.28 eV

ORCA input file:
```
! wB97M-V def2-TZVPD RIJCOSX def2/J DEFGRID3
* xyz 0 1
N -0.327 0.108 1.079
O 1.705 0.301 -0.429
O -0.445 -0.226 -1.406
S 0.313 0.131 -0.258
H -1.245 -0.315 1.014
*
```



Molecular weight / g/mol: 1543.23, 768.05, 697.68, 130.06, 118.18, 85.11, 788.75, 83.09, 148.25, 79.08